(1)
The following is a quantum chemistry calculation of a molecular structure, C16H29Cl2MoN2PS at a distorted geometry, from the OMol25 dataset.

Results
Charge ... 0
Frontier orbital gap (alpha / beta) ... 4.4 / 4.9 eV
Lowest unoccupied orbital energy (alpha / beta) ... -1.005 / -0.545 eV
Multiplicity ... 3
Relative energy (zero: lowest compared OMol25 entry of this formula, charge and spin) ... 1.4848 eV
Calculated total energy ... -67064.2279 eV

Geometry (Å):
Mo1 0.40 0.00 1.23
Cl1 -1.22 1.50 0.27
Cl2 1.63 -1.87 0.44
H1 -0.54 -1.04 0.28
H2 1.30 0.46 -0.09
P1 -0.15 0.20 -3.73
C1 0.22 1.94 -3.89
C2 1.12 -1.08 -4.03
C3 -1.88 -0.25 -3.65
C4 1.08 2.56 -2.75
H3 -0.77 2.42 -3.83
C5 0.72 2.22 -5.30
H4 1.68 1.73 -5.52
H5 0.89 3.29 -5.43
H6 0.00 1.92 -6.08
H7 0.61 2.40 -1.77
H8 1.21 3.66 -2.89
H9 2.08 2.12 -2.72
H10 -2.38 0.57 -3.09
C6 -2.25 -1.52 -2.83
C7 -2.46 -0.19 -5.08
H11 -2.48 0.84 -5.46
H12 -3.50 -0.52 -5.09
H13 -1.92 -0.80 -5.82
H14 -1.48 -1.75 -2.08
H15 -2.44 -2.42 -3.44
H16 -3.18 -1.35 -2.26
C8 2.45 -0.73 -3.37
H17 1.10 -1.02 -5.12
C9 0.79 -2.49 -3.50
H18 2.77 0.32 -3.36
H19 3.28 -1.30 -3.83
H20 2.32 -1.05 -2.34
H21 0.88 -2.44 -2.41
H22 1.51 -3.26 -3.83
H23 -0.19 -2.90 -3.76
N1 -1.50 -2.34 3.15
C10 -0.93 -1.36 3.90
N2 -0.30 -0.37 3.24
C11 0.05 0.69 4.08
C12 0.69 1.79 3.53
C13 1.05 2.83 4.40
C14 0.84 2.67 5.79
C15 0.20 1.52 6.31
C16 -0.23 0.52 5.43
S1 -1.04 -1.11 5.60
H24 -1.79 -3.18 3.66
H25 -1.04 -2.56 2.27
H26 0.88 1.80 2.43
H27 1.49 3.75 3.98
H28 1.20 3.47 6.46
H29 0.07 1.43 7.40

=====

(2)
The following is a quantum chemistry calculation of a molecular structure, C29H25FeN3OPSSe at a distorted geometry, from the OMol25 dataset.

Results
Charge ... 0
Frontier orbital gap (alpha / beta) ... 6.4 / 7.2 eV
Lowest unoccupied orbital energy (alpha / beta) ... -0.628 / -1.030 eV
Multiplicity ... 6
Relative energy (zero: lowest compared OMol25 entry of this formula, charge and spin) ... 0.0000 eV
Calculated total energy ... -156849.9514 eV

Geometry (Å):
Fe1 11.63 9.26 11.64
O1 9.96 10.18 15.37
C1 11.09 10.44 15.32
C2 12.40 10.50 15.65
C3 12.66 10.47 16.99
C4 13.95 10.68 17.43
C5 14.97 10.95 16.50
C6 14.72 11.00 15.12
C7 13.45 10.77 14.63
P1 13.00 10.80 12.82
C8 14.68 10.36 12.12
C9 14.93 9.01 11.81
C10 16.08 8.69 11.15
C11 16.99 9.72 10.81
C12 16.79 11.07 11.15
C13 15.59 11.35 11.79
C14 12.77 12.47 12.25
C15 12.72 13.61 13.08
C16 12.28 14.82 12.58
C17 12.18 14.98 11.21
C18 12.53 13.89 10.35
C19 12.68 12.64 10.85
H1 11.82 10.34 17.67
H2 14.27 10.63 18.43
H3 15.95 11.11 16.91
H4 15.61 11.23 14.49
H5 14.23 8.26 12.14
H6 16.21 7.65 10.78
H7 17.97 9.38 10.31
H8 17.42 11.82 10.76
H9 15.33 12.41 11.95
H10 13.12 13.52 14.10
H11 12.22 15.70 13.14
H12 11.86 15.87 10.78
H13 12.52 14.02 9.27
H14 12.72 11.78 10.15
Se1 11.25 7.09 12.12
C20 9.38 7.22 11.64
C21 8.87 6.56 10.55
C22 7.46 6.50 10.45
C23 6.56 6.87 11.42
C24 7.10 7.53 12.56
C25 8.47 7.70 12.60
H15 9.52 6.10 9.84
H16 7.02 6.14 9.52
H17 5.51 6.70 11.27
H18 6.51 7.95 13.36
H19 8.88 8.28 13.43
N1 10.75 10.02 10.05
C26 10.12 10.32 9.11
N2 9.55 10.57 7.97
C27 9.97 11.66 7.31
N3 10.35 12.59 6.68
C28 6.11 12.07 10.19
S1 5.52 12.65 11.75
C29 6.81 13.76 12.26
H20 6.24 12.83 9.44
H21 5.30 11.42 9.90
H22 7.04 11.40 10.26
H23 6.58 14.12 13.29
H24 6.96 14.67 11.69
H25 7.74 13.17 12.31

=====

(3)
The following is a quantum chemistry calculation of C3H3FO in the gas phase at a distorted geometry, from the OMol25 dataset.

Results
Charge ... 0
Frontier orbital gap ... 10.2 eV
SMILES string ... O=C/C=C\F
Lowest unoccupied orbital energy ... 0.149 eV
Relative energy (zero: lowest compared OMol25 entry of this formula, charge and spin) ... 0.5535 eV
Calculated total energy ... -7922.7406 eV

Geometry (Å):
O1 1.45 -1.36 -0.12
C1 1.30 -0.17 0.11
C2 0.02 0.48 -0.04
C3 -1.21 -0.03 -0.02
F1 -1.50 -1.31 0.05
H1 2.13 0.47 0.44
H2 0.00 1.41 -0.37
H3 -2.19 0.52 -0.06

=====

(4)
The following is a quantum chemistry calculation of a molecular structure, C36H32N3O5ReSSb, from the OMol25 dataset.

Results
Charge ... +2
Frontier orbital gap (alpha / beta) ... 6.6 / 6.9 eV
Lowest unoccupied orbital energy (alpha / beta) ... -7.324 / -7.057 eV
Multiplicity ... 2
Relative energy (zero: lowest compared OMol25 entry of this formula, charge and spin) ... 1.8261 eV
Calculated total energy ... -72044.8065 eV

Geometry (Å):
Re1 0.26 -0.40 0.35
O1 2.16 -0.58 -0.23
N1 2.79 -1.73 -0.21
N2 2.00 -2.64 0.11
O2 0.74 -2.34 0.32
C1 2.41 -4.04 0.23
C2 3.76 -4.33 0.32
C3 4.12 -5.66 0.43
C4 3.14 -6.65 0.46
C5 1.80 -6.32 0.38
C6 1.41 -5.00 0.26
H1 4.50 -3.55 0.32
H2 5.16 -5.93 0.51
H3 3.44 -7.69 0.55
H4 1.04 -7.10 0.40
H5 0.37 -4.72 0.19
O3 -1.62 -0.52 3.82
C7 -1.33 -0.60 2.67
O4 -0.30 0.11 2.10
C8 -2.08 -1.43 1.67
C9 -3.22 -2.15 1.99
C10 -3.87 -2.79 0.97
C11 -3.40 -2.68 -0.36
C12 -4.08 -3.29 -1.44
C13 -3.62 -3.14 -2.71
C14 -2.44 -2.39 -2.95
C15 -1.75 -1.81 -1.93
C16 -2.23 -1.94 -0.61
N3 -1.59 -1.34 0.44
H6 -3.55 -2.18 3.02
H7 -4.76 -3.37 1.17
H8 -4.98 -3.85 -1.24
H9 -4.14 -3.59 -3.54
H10 -2.08 -2.27 -3.97
H11 -0.86 -1.23 -2.14
C17 -4.04 2.70 -1.22
C18 -2.76 1.90 -1.33
O5 -2.43 1.25 -0.10
H12 -4.28 3.17 -2.17
H13 -3.95 3.49 -0.47
H14 -4.87 2.05 -0.94
H15 -1.93 2.55 -1.64
H16 -2.86 1.10 -2.06
H17 -2.44 1.92 0.60
S1 0.58 1.87 -0.13
Sb1 2.26 1.95 -1.79
C19 1.52 0.72 -3.30
C20 0.42 1.24 -3.99
C21 -0.21 0.46 -4.95
C22 0.25 -0.82 -5.22
C23 1.34 -1.34 -4.52
C24 1.98 -0.57 -3.56
C25 2.10 3.90 -2.45
C26 1.35 4.85 -1.75
C27 1.30 6.15 -2.23
C28 2.00 6.50 -3.38
C29 2.75 5.55 -4.07
C30 2.81 4.24 -3.60
C31 4.16 1.58 -1.09
C32 4.61 2.38 -0.04
C33 5.88 2.16 0.47
C34 6.68 1.16 -0.07
C35 6.22 0.37 -1.13
C36 4.95 0.58 -1.64
H18 0.07 2.25 -3.80
H19 -1.05 0.86 -5.50
H20 -0.23 -1.42 -5.99
H21 1.69 -2.34 -4.73
H22 2.83 -0.98 -3.04
H23 0.80 4.58 -0.86
H24 0.73 6.90 -1.70
H25 1.96 7.52 -3.74
H26 3.29 5.83 -4.96
H27 3.40 3.51 -4.14
H28 3.99 3.16 0.38
H29 6.24 2.77 1.28
H30 7.67 0.99 0.33
H31 6.86 -0.39 -1.55
H32 4.61 -0.03 -2.47

=====

(5)
The following is a quantum chemistry calculation of a molecular structure, C16H32AlB2O8 at a distorted geometry, from the OMol25 dataset.

Results
Charge ... +1
Frontier orbital gap ... 4.6 eV
Lowest unoccupied orbital energy ... -7.932 eV
Relative energy (zero: lowest compared OMol25 entry of this formula, charge and spin) ... 4.5952 eV
Calculated total energy ... -41423.2966 eV

Geometry (Å):
Al1 1.76 -1.38 1.16
B1 2.13 -0.43 4.06
H1 2.10 -0.24 5.12
H2 2.39 -1.47 3.93
H3 1.25 -0.16 3.50
H4 2.94 0.17 3.67
B2 2.99 -3.91 2.16
H5 2.59 -3.99 1.16
H6 3.42 -4.87 2.39
H7 3.73 -3.14 2.28
H8 2.17 -3.64 2.80
O1 1.42 -3.28 -1.13
C1 1.36 -3.42 -2.34
O2 1.16 -2.47 -3.22
C2 1.27 -2.90 -4.54
C3 0.78 -4.33 -4.44
C4 1.50 -4.72 -3.13
H9 2.27 -2.76 -4.95
H10 0.60 -2.25 -5.12
H11 1.19 -4.95 -5.24
H12 -0.31 -4.37 -4.37
H13 2.53 -4.98 -3.38
H14 1.07 -5.61 -2.67
O3 0.27 -0.10 -1.10
C5 -0.66 0.40 -1.73
O4 -1.44 -0.34 -2.53
C6 -2.58 0.40 -3.14
C7 -2.53 1.70 -2.31
C8 -1.08 1.83 -1.80
H15 -3.47 -0.22 -3.06
H16 -2.37 0.63 -4.19
H17 -3.24 1.65 -1.49
H18 -2.86 2.54 -2.92
H19 -1.00 2.21 -0.78
H20 -0.39 2.39 -2.44
O5 -0.68 0.00 1.63
C9 -1.84 0.40 1.88
O6 -2.31 1.38 1.18
C10 -3.66 1.70 1.53
C11 -4.10 0.41 2.22
C12 -2.86 -0.07 2.99
H21 -4.28 1.93 0.66
H22 -3.81 2.60 2.13
H23 -4.32 -0.42 1.55
H24 -4.95 0.58 2.89
H25 -2.92 -1.14 3.15
H26 -2.64 0.47 3.91
O7 1.89 1.49 1.61
C13 1.59 2.65 1.37
O8 0.36 2.99 0.89
C14 0.23 4.40 0.91
C15 1.69 4.88 0.80
C16 2.49 3.82 1.58
H27 -0.21 4.74 1.85
H28 -0.44 4.81 0.15
H29 1.87 5.85 1.26
H30 1.92 4.84 -0.26
H31 2.48 3.99 2.66
H32 3.52 3.72 1.24

=====

(6)
The following is a quantum chemistry calculation of a molecular structure, C3HCl3O at a distorted geometry, from the OMol25 dataset.

Results
Charge ... 0
Frontier orbital gap ... 9.9 eV
Lowest unoccupied orbital energy ... 0.487 eV
Relative energy (zero: lowest compared OMol25 entry of this formula, charge and spin) ... 1.9347 eV
Calculated total energy ... -42739.5057 eV

Geometry (Å):
C1 0.18 0.71 0.24
C2 -0.23 0.36 -0.99
C3 0.17 -0.71 0.60
O1 -0.27 -1.02 -0.69
Cl1 0.88 2.26 0.72
Cl2 -0.72 0.90 -2.46
Cl3 -1.05 -1.40 1.71
H1 1.04 -1.11 0.86